1.
90
Properties=species:S:1:pos:R:3:forces:R:3:lowdin_spin:R:1 method="wB97M-V/def2-TZVPD" spin_multiplicity=2 orbital_gap_ev="8.58 / 2.55" total_charge=+1 s2=0.756
Br 9.824 12.310 12.135 0.53 -0.09 -0.35 0.0231
C 11.287 11.591 11.011 0.81 -0.47 0.40 0.0017
C 12.652 12.280 11.405 -0.95 -0.19 -0.80 0.0000
Br 14.210 11.351 10.521 -1.28 0.86 0.17 0.0000
H 10.902 11.656 9.994 0.55 0.94 -0.03 0.0002
H 11.309 10.508 11.133 0.09 0.14 0.80 0.0006
H 12.871 12.311 12.472 -0.25 -0.64 -0.14 0.0000
H 12.619 13.325 11.098 0.32 -0.18 -0.43 0.0000
Br 9.429 13.907 18.069 -0.52 -0.54 -1.29 0.3102
C 10.001 14.199 16.200 1.18 0.80 -0.69 -0.0001
C 11.284 15.090 16.282 -0.68 -0.63 -1.02 0.0068
Br 11.954 15.252 14.409 -0.33 -0.01 0.86 0.0074
H 9.175 14.564 15.589 -0.01 1.02 0.71 -0.0013
H 10.188 13.293 15.623 0.62 -0.55 0.99 -0.0010
H 12.077 14.597 16.844 -0.17 -0.01 -0.09 0.0010
H 11.115 16.100 16.655 -0.14 -0.20 -0.11 0.0005
Br 4.978 9.714 17.284 -0.93 0.34 -0.31 0.0019
C 3.099 9.856 16.626 -1.02 -0.01 0.48 0.0002
C 2.137 10.064 17.798 0.13 -0.24 0.49 0.0000
Br 0.305 10.136 17.119 0.38 0.08 -0.01 0.0000
H 2.849 8.944 16.084 0.41 -0.06 0.16 0.0001
H 2.935 10.691 15.947 0.76 0.05 -0.01 0.0000
H 2.318 10.975 18.369 0.01 0.12 -0.40 0.0000
H 2.128 9.268 18.542 0.19 -0.18 -0.35 0.0000
Br 7.377 12.300 15.419 0.86 -0.81 -0.03 0.5509
C 8.618 10.779 14.905 0.21 -1.37 0.35 0.0403
C 8.214 9.540 15.672 0.16 -0.15 0.60 0.0032
Br 9.194 7.900 15.110 -0.57 1.10 0.07 0.0006
H 9.639 11.082 15.137 -0.08 0.38 -0.28 0.0057
H 8.471 10.502 13.861 -0.02 1.07 -0.41 0.0170
H 7.150 9.368 15.510 0.18 -0.33 0.31 -0.0001
H 8.500 9.661 16.717 -0.41 -0.22 0.02 0.0006
C 6.608 4.189 15.151 -0.66 0.37 0.54 0.0000
C 5.559 5.188 15.674 1.15 -0.79 1.25 0.0000
C 5.811 6.664 15.541 0.93 0.27 -1.07 0.0001
O 4.561 7.180 15.194 -2.61 -0.05 -0.78 0.0001
C 3.720 6.132 14.777 -3.85 1.60 -0.94 0.0000
O 2.565 6.232 14.291 4.87 0.22 1.90 0.0000
O 4.304 5.004 15.074 -0.48 -1.20 -0.99 0.0000
H 7.383 4.107 15.913 0.23 0.02 -0.20 0.0000
H 7.035 4.444 14.181 -0.07 0.20 0.06 0.0000
H 6.130 3.213 15.069 0.02 0.01 0.00 0.0000
H 5.387 5.029 16.738 0.11 -0.52 0.14 0.0000
H 6.457 6.889 14.692 0.44 -0.06 0.08 0.0001
H 6.191 7.156 16.437 -0.09 -0.18 -0.01 0.0000
C 15.312 7.195 12.279 -0.02 0.50 0.60 0.0000
C 14.673 8.039 13.353 -0.31 1.37 1.33 0.0000
C 14.933 9.575 13.268 -0.10 -1.68 -0.30 0.0000
O 13.598 10.101 13.470 2.79 3.29 0.06 0.0000
C 12.682 9.223 13.446 -4.75 -1.13 0.22 0.0001
O 11.443 9.473 13.518 4.26 -1.03 -0.41 0.0015
O 13.228 8.011 13.340 -0.90 -1.17 -0.69 0.0000
H 16.339 7.544 12.174 0.03 0.11 -0.25 0.0000
H 14.740 7.404 11.375 0.27 -0.44 -0.22 0.0000
H 15.403 6.143 12.547 -0.48 0.02 -0.22 0.0000
H 14.919 7.817 14.392 0.27 -0.85 -0.15 0.0000
H 15.351 9.812 12.290 -0.43 0.49 0.18 0.0000
H 15.634 9.852 14.055 -0.45 0.49 0.00 0.0000
C 11.693 12.668 20.566 -0.47 0.08 0.00 0.0019
C 12.379 11.432 19.993 -0.23 1.28 0.71 0.0003
C 11.578 10.130 20.135 1.55 0.48 0.69 0.0000
O 11.275 9.817 18.825 -0.77 -0.87 -2.65 -0.0001
C 11.853 10.635 17.899 -1.17 0.92 0.90 0.0000
O 11.632 10.645 16.722 0.27 -0.49 0.62 0.0004
O 12.536 11.595 18.552 0.38 -0.28 0.51 0.0006
H 10.625 12.671 20.346 0.01 0.09 -0.32 0.0004
H 12.166 13.583 20.208 -0.07 -0.04 -0.18 0.0005
H 11.723 12.732 21.654 0.36 -0.40 0.08 0.0001
H 13.347 11.418 20.494 0.24 -0.50 -0.56 0.0001
H 10.669 10.225 20.729 0.09 0.00 -0.04 0.0000
H 12.247 9.359 20.518 -0.34 -0.17 0.30 0.0000
C 5.146 15.015 15.330 0.08 -0.68 -0.50 0.0006
C 4.741 14.822 13.843 0.51 0.94 0.79 0.0013
C 4.632 13.395 13.307 0.04 -0.12 0.23 0.0090
O 3.364 13.328 12.623 0.99 0.52 1.22 0.0032
C 2.783 14.542 12.749 -2.12 1.90 -2.19 0.0002
O 1.829 14.888 12.082 1.66 -0.88 1.80 0.0020
O 3.464 15.412 13.579 0.00 -1.63 -0.53 0.0006
H 6.233 14.956 15.382 0.18 0.29 -0.03 -0.0001
H 4.811 14.223 16.000 -0.51 -0.06 -0.09 0.0000
H 4.833 15.976 15.738 -0.03 -0.03 -0.26 0.0001
H 5.508 15.348 13.275 -0.23 0.30 -0.28 0.0004
H 4.706 12.733 14.170 -0.53 -0.58 -0.12 0.0067
H 5.422 13.138 12.602 -0.08 0.07 -0.05 0.0007
O 10.070 4.551 16.712 -0.45 -0.30 0.15 0.0000
H 9.988 5.384 16.247 0.18 0.26 -0.01 -0.0001
H 10.946 4.237 16.489 0.20 0.02 -0.02 0.0000
O 12.251 6.410 15.502 -0.17 -0.10 0.46 0.0000
H 11.846 6.629 14.664 0.04 0.25 -0.36 0.0000
H 12.900 5.740 15.288 0.21 -0.19 -0.07 0.0000



2.
77
Properties=species:S:1:pos:R:3:forces:R:3:mulliken_charge:R:1 method="wB97M-V/def2-TZVPD" spin_multiplicity=1 orbital_gap_ev=8.64 relative_energy_kcal_mol=0.79 total_charge=+3
C 3.539 -0.993 -3.953 0.33 0.86 -0.19 -1.2028
C 2.777 0.216 -3.397 -0.35 -0.17 -0.73 0.0356
N 1.566 0.540 -4.169 -0.17 0.46 -0.71 0.2915
C 0.372 1.045 -3.684 -0.47 -1.44 -0.03 -0.1008
C -0.451 1.119 -4.756 -1.00 0.66 -0.25 -0.4334
N 0.244 0.818 -5.892 1.42 0.14 0.75 0.0999
C 1.492 0.506 -5.498 -0.58 -0.10 -0.58 -0.1133
C -0.187 1.044 -7.265 -0.63 -0.18 -0.19 -0.8257
H 3.986 -0.837 -4.938 -0.09 0.35 0.03 0.4698
H 2.950 -1.900 -4.063 -0.05 -0.06 0.57 0.3967
H 4.390 -1.065 -3.274 -0.04 -0.68 0.00 0.1691
H 3.364 1.132 -3.465 0.34 -0.21 0.54 0.2041
H 2.428 -0.001 -2.391 0.09 0.30 0.14 0.0708
H 0.086 1.025 -2.641 0.41 0.21 0.16 0.0914
H -1.501 1.349 -4.835 0.09 0.12 0.22 0.4065
H 2.285 0.320 -6.202 0.11 -0.21 0.20 0.3804
H -0.111 2.094 -7.537 0.32 -0.01 0.04 0.3410
H -1.240 0.781 -7.350 0.06 -0.14 0.08 0.3277
H 0.373 0.400 -7.936 0.12 0.12 -0.03 0.3417
C -4.176 -4.515 6.270 0.36 -1.17 -0.49 -0.9554
C -3.294 -4.860 5.061 -0.22 -0.18 0.30 -0.6364
N -2.651 -3.688 4.448 -0.02 0.21 0.40 0.1466
C -1.349 -3.368 4.692 0.63 0.83 -0.59 -0.3798
C -1.071 -2.225 3.989 0.23 -1.11 1.18 -0.3173
N -2.226 -1.857 3.384 -0.25 0.30 -0.78 0.1364
C -3.194 -2.730 3.685 0.74 -0.62 0.09 -0.1052
C -2.363 -0.739 2.445 0.20 0.89 1.11 -0.9054
H -3.644 -4.273 7.189 0.29 0.61 -0.32 0.3211
H -4.620 -5.479 6.536 -0.58 0.26 -0.14 0.3535
H -4.915 -3.779 5.971 -0.23 -0.01 0.39 0.3329
H -3.837 -5.389 4.278 -0.30 0.25 0.04 0.3816
H -2.502 -5.555 5.334 0.16 0.21 0.08 0.3243
H -0.679 -3.924 5.324 -0.23 -0.24 0.03 0.4121
H -0.135 -1.694 3.998 -0.17 0.30 -0.42 0.4501
H -4.207 -2.710 3.324 -0.02 0.02 -0.03 0.4107
H -1.436 -0.168 2.392 0.32 -0.57 -0.22 0.1828
H -3.015 -0.022 2.954 -0.59 -0.19 -0.65 0.4122
H -2.630 -1.077 1.452 -0.27 0.10 0.04 0.4005
C 3.449 -3.560 -0.839 0.58 0.49 0.39 -0.9927
C 3.623 -2.557 0.309 -0.38 -0.58 -0.24 -0.4225
N 4.464 -1.421 -0.078 0.51 -0.07 -0.15 0.2957
C 4.049 -0.107 -0.086 -0.29 -0.70 0.40 -0.3741
C 5.106 0.620 -0.483 0.48 0.92 -0.25 -0.6554
N 6.148 -0.234 -0.750 -0.35 -0.97 0.52 0.1794
C 5.747 -1.480 -0.453 -0.34 0.68 0.04 -0.1136
C 7.437 0.153 -1.280 1.37 -0.40 -0.17 -0.8766
H 2.901 -4.440 -0.516 -0.09 0.06 0.09 0.3918
H 4.452 -3.882 -1.123 -0.18 -0.17 -0.39 0.3617
H 2.929 -3.084 -1.668 0.08 -0.12 -0.13 0.1843
H 4.097 -3.049 1.157 -0.17 0.11 0.15 0.3367
H 2.653 -2.137 0.573 0.11 0.03 0.29 0.2744
H 3.050 0.128 0.254 -0.06 0.29 -0.17 0.3718
H 5.257 1.687 -0.518 -0.15 -0.02 -0.22 0.5021
H 6.381 -2.349 -0.397 -0.03 -0.06 -0.32 0.3982
H 8.187 -0.638 -1.197 -0.46 -0.30 0.36 0.3492
H 7.866 0.968 -0.703 -0.31 0.32 -0.27 0.3511
H 7.406 0.318 -2.355 -0.34 0.55 0.13 0.3388
C -0.864 4.645 1.657 -0.97 -0.33 0.14 -1.4434
C -1.795 3.463 1.371 0.68 -0.48 -0.26 0.2569
N -3.188 3.809 1.028 0.26 0.76 -0.45 0.2095
C -3.607 5.031 0.552 -0.55 0.67 0.67 -0.3740
C -4.972 5.003 0.450 0.69 -1.02 0.05 -0.3686
N -5.334 3.716 0.810 -0.32 0.32 -0.51 0.1105
C -4.244 3.023 1.116 -0.31 -0.08 0.89 -0.3415
C -6.686 3.166 0.813 -0.68 0.19 0.43 -0.8051
H -0.054 4.272 2.278 0.13 0.07 -0.10 0.3660
H -1.403 5.406 2.222 0.25 0.17 0.00 0.4329
H -0.468 5.037 0.725 0.06 0.23 0.09 0.3645
H -1.844 2.779 2.216 -0.06 0.07 0.06 0.2129
H -1.359 2.908 0.539 -0.21 -0.23 0.04 0.0449
H -2.945 5.879 0.538 0.06 -0.08 -0.38 0.4350
H -5.713 5.723 0.154 0.11 0.13 -0.03 0.4390
H -4.278 2.056 1.589 0.17 -0.14 -0.31 0.4228
H -7.407 3.904 0.469 0.31 0.08 -0.37 0.3035
H -7.023 2.963 1.830 0.34 -0.26 0.03 0.3462
H -6.744 2.276 0.195 0.02 0.00 -0.02 0.3559
Br 0.311 0.462 0.119 0.09 -0.05 -0.08 -0.7837



3.
81
Properties=species:S:1:pos:R:3:forces:R:3:mulliken_charge:R:1 method="wB97M-V/def2-TZVPD" spin_multiplicity=1 orbital_gap_ev=7.83 relative_energy_kcal_mol=0.00 total_charge=0
C 3.689 0.586 -2.295 0.22 -0.02 0.08 -1.2852
C 2.559 0.822 -3.251 -0.57 -0.15 -1.19 0.3006
H 4.504 0.030 -2.768 -0.11 0.04 0.20 0.3513
H 3.339 0.018 -1.421 0.08 0.12 -0.20 0.0287
H 4.126 1.521 -1.911 -0.25 -0.12 -0.12 0.3085
C 2.571 0.535 -4.565 0.24 0.29 0.69 0.0389
C 3.725 -0.014 -5.333 0.26 -0.34 -0.29 -1.4410
H 1.664 0.697 -5.154 0.18 0.09 0.23 0.3933
H 4.580 -0.274 -4.697 -0.21 0.07 -0.23 0.3486
H 4.083 0.674 -6.115 -0.12 -0.07 0.22 0.3036
H 3.400 -0.924 -5.857 0.19 0.08 0.03 0.2818
La 0.165 0.065 0.228 0.66 0.62 -1.64 1.8728
Cl 0.389 2.741 0.698 -0.14 0.28 0.35 -0.7184
Cl 2.493 -0.969 1.201 -0.04 -0.14 0.15 -0.7980
H -3.073 -0.532 4.989 0.08 -0.01 -0.10 0.3304
H -0.970 0.781 6.061 0.22 -0.14 -0.08 0.3111
C -2.319 -1.135 4.472 0.01 0.08 0.15 -0.9148
C -0.340 0.100 5.474 -0.09 -0.10 -0.14 -0.8844
N -1.085 -0.365 4.306 -0.05 -0.04 0.23 0.2742
H -2.682 -1.423 3.478 0.12 0.09 0.40 0.2035
C -0.677 -0.093 3.087 -0.83 -0.42 -1.68 0.3594
O -1.341 -0.440 2.057 0.68 0.47 1.99 -0.8265
H 0.558 0.628 5.125 -0.29 -0.18 0.23 0.2796
H 0.292 0.446 2.978 -0.44 -0.17 0.35 0.2380
H -2.126 -2.023 5.079 0.06 0.07 -0.10 0.3484
H -0.054 -0.761 6.093 -0.01 0.25 -0.10 0.3077
H 2.352 -2.190 -2.421 -0.23 -0.05 0.22 0.1265
H 0.845 -2.083 -4.415 -0.20 -0.17 0.18 0.1660
C 1.692 -2.921 -1.934 0.09 0.12 -0.14 -0.7668
C 0.262 -2.896 -3.954 -0.02 -0.06 0.02 -0.7965
N 0.350 -2.801 -2.503 -0.31 -0.03 0.08 0.2861
H 1.678 -2.745 -0.855 -0.03 -0.02 -0.30 0.2259
C -0.707 -2.417 -1.796 0.97 0.61 0.91 0.1584
O -0.645 -2.068 -0.583 -0.47 -1.17 -1.40 -0.5988
H -0.789 -2.810 -4.248 0.26 -0.03 -0.07 0.3108
H -1.650 -2.379 -2.359 0.12 0.02 0.19 0.3182
H 2.083 -3.924 -2.147 -0.16 0.13 0.08 0.3733
H 0.664 -3.860 -4.289 -0.11 0.18 0.03 0.3182
O 0.692 0.168 -1.990 -0.39 -1.37 1.01 -0.6526
C 1.245 1.251 -2.611 -0.03 0.67 -0.20 0.0533
C -0.803 1.086 -4.130 -0.18 0.37 0.12 0.1112
C 0.201 1.864 -3.548 0.32 0.34 -0.04 0.0572
H -0.842 0.020 -3.891 0.01 0.33 -0.08 0.3421
C -1.794 1.689 -4.914 0.33 0.05 -0.02 -0.5802
H 1.495 2.019 -1.853 0.00 0.24 -0.27 0.5138
C 0.219 3.245 -3.770 -0.12 -0.21 -0.31 -0.5207
H -2.630 1.083 -5.275 0.31 0.24 -0.05 0.3914
C -1.716 3.056 -5.213 0.03 -0.11 0.18 -0.5145
C -0.703 3.834 -4.636 -0.11 -0.16 0.01 -0.6236
H 0.976 3.841 -3.255 -0.19 -0.08 -0.22 0.4211
H -2.455 3.517 -5.876 0.25 -0.16 0.29 0.3620
H -0.645 4.904 -4.849 -0.07 -0.32 0.09 0.3837
Si 5.659 -2.826 3.964 -0.34 0.13 0.35 0.5105
Cl 7.006 -2.801 2.398 0.31 -0.06 -0.19 -0.3356
C 4.573 -4.330 3.692 0.04 0.06 0.00 -0.8905
C 4.730 -1.209 3.852 0.00 -0.09 -0.06 -0.3545
C 6.628 -2.959 5.571 0.04 -0.05 -0.10 -0.9272
H 4.078 -4.259 2.715 0.08 -0.01 0.21 0.2530
H 3.801 -4.408 4.469 0.12 0.01 -0.13 0.3108
H 5.178 -5.246 3.710 -0.14 0.18 0.00 0.2700
H 7.220 -3.883 5.594 -0.11 0.19 0.01 0.2631
H 5.954 -2.963 6.439 0.10 0.00 -0.19 0.3212
H 7.316 -2.110 5.679 -0.15 -0.17 -0.03 0.2529
H 4.218 -1.129 2.882 0.21 -0.03 0.37 -0.1835
H 5.426 -0.365 3.942 -0.13 -0.16 0.03 0.2807
H 3.969 -1.127 4.639 0.13 0.00 -0.07 0.2520
S -2.446 0.831 -1.265 -0.32 0.17 0.31 -0.1708
C -3.458 1.317 0.016 -0.06 0.14 0.35 -0.3473
N -3.397 2.555 0.543 0.12 -0.33 -0.24 0.0201
C -4.314 3.097 1.545 0.07 0.28 -0.32 -0.6990
C -4.950 1.992 2.362 0.02 -0.02 0.22 -0.3088
C -5.451 0.917 1.421 -0.01 -0.21 -0.33 -0.6815
N -4.362 0.469 0.557 -0.09 -0.03 -0.24 -0.0302
H -2.677 3.153 0.154 -0.06 -0.18 0.09 0.2341
H -5.103 3.668 1.035 0.12 -0.04 0.09 0.3094
H -3.755 3.801 2.168 -0.06 -0.14 -0.02 0.3893
H -5.797 2.399 2.918 0.07 0.01 0.03 0.3469
H -4.239 1.582 3.088 -0.02 -0.04 -0.17 0.0805
H -6.263 1.325 0.800 0.03 -0.07 0.15 0.2991
H -5.840 0.043 1.950 0.05 0.15 0.01 0.3934
H -4.456 -0.413 0.068 0.11 0.27 0.14 0.2647



Max |F| values, unit hartree/bohr, following the record order: 0.10184, 0.03178, 0.04194.
E values, unit eV, following the record order: -614596.5675, -107543.4418, -94853.9841.